A molecular structure, C18H22FNO3PtSi, computed with ωB97M-V with the def2-TZVPD basis set.

Results
frontier orbital gap = 4.281 eV
max |F| = 0.0160 Eh/bohr
ΔE to the lowest compared entry with this formula, charge and spin = 0.0 kcal per mole
molecular weight = 542.54 g mol⁻¹

The geometry in ORCA input format:
```
! RIJCOSX wB97M-V def2-TZVPD def2/J DEFGRID3
* xyz 2 1
Pt 0.565 -0.455 -1.464
C 1.060 0.827 5.209
O 2.328 0.398 4.705
C 2.463 0.124 3.420
C 3.751 -0.314 3.030
C 3.977 -0.643 1.735
C 2.964 -0.564 0.733
C 3.247 -1.032 -0.584
C 4.607 -1.391 -1.076
O 2.345 -1.198 -1.476
C 1.680 -0.076 1.150
O 0.632 0.180 0.351
C 1.443 0.242 2.482
H 1.202 0.968 6.274
H 0.303 0.062 5.036
H 0.766 1.771 4.748
H 4.521 -0.392 3.783
H 4.957 -1.002 1.466
H 5.341 -1.537 -0.295
H 4.942 -0.570 -1.716
H 4.543 -2.283 -1.698
H 0.460 0.595 2.753
C -4.051 -1.396 -2.055
Si -2.209 -1.466 -1.893
C -1.802 -2.502 -0.411
C -1.282 -1.908 -3.448
N -1.324 0.171 -1.566
C -1.766 1.366 -1.329
C -3.198 1.649 -1.254
C -3.662 2.886 -0.977
C -2.744 3.948 -0.774
C -1.368 3.779 -0.862
C -0.878 2.532 -1.138
F 0.400 2.395 -1.312
H -4.370 -2.426 -2.238
H -4.429 -0.798 -2.886
H -4.534 -1.083 -1.127
H -2.278 -3.475 -0.563
H -2.220 -2.075 0.503
H -0.738 -2.670 -0.256
H -1.499 -2.945 -3.714
H -0.183 -1.868 -3.340
H -1.550 -1.277 -4.297
H -3.878 0.828 -1.411
H -4.723 3.079 -0.912
H -3.130 4.938 -0.562
H -0.683 4.607 -0.743
*
```


A molecular structure, C18H22MnN5O4S2, computed with ωB97M-V with the def2-TZVPD basis set.

Results
frontier orbital gap (alpha / beta) = 4.907 / 4.997 eV
⟨S²⟩ = 6.070
max |F| = 0.0181 Eh/bohr
molecular weight = 491.48 g mol⁻¹

The geometry in ORCA input format:
```
! RIJCOSX wB97M-V def2-TZVPD def2/J DEFGRID3
* xyz 2 5
Mn 0.061 0.191 0.142
C 0.463 -3.135 2.804
C 0.594 -1.998 1.858
N -0.341 -1.156 1.540
N -1.591 -1.228 2.104
C -2.578 -0.489 1.556
N -3.783 -0.540 2.080
S -2.253 0.475 0.186
C 1.871 -1.736 1.170
C 3.025 -2.454 1.387
C 4.178 -2.112 0.680
C 4.138 -1.047 -0.200
C 2.943 -0.360 -0.367
N 1.836 -0.705 0.287
H -0.542 -3.290 3.184
H 1.132 -2.990 3.656
H 0.767 -4.056 2.303
H -1.730 -1.779 2.939
H -4.022 -1.099 2.886
H -4.517 0.022 1.672
H 3.041 -3.265 2.102
H 5.091 -2.675 0.821
H 5.013 -0.742 -0.756
H 2.868 0.482 -1.042
C -0.813 -2.541 -6.401
C -0.425 -1.119 -6.100
C 0.597 -0.835 -5.198
C 0.962 0.476 -4.921
C 0.288 1.506 -5.554
C -0.723 1.253 -6.469
C -1.075 -0.059 -6.733
S 0.766 3.190 -5.219
O 0.719 3.938 -6.429
O 1.932 3.133 -4.386
N -0.449 3.826 -4.294
C -0.895 3.255 -3.046
C 0.203 3.370 -1.968
C 0.327 2.181 -1.087
O 0.571 2.241 0.145
O 0.196 0.975 -1.575
H 0.003 -3.228 -6.187
H -1.096 -2.656 -7.446
H -1.673 -2.838 -5.796
H 1.137 -1.649 -4.728
H 1.792 0.707 -4.267
H -1.200 2.071 -6.994
H -1.848 -0.269 -7.461
H -1.154 4.261 -4.872
H -1.207 2.211 -3.166
H -1.763 3.832 -2.732
H 0.075 4.248 -1.340
H 1.169 3.477 -2.479
*
```


C18H22N2O3S in the gas phase, computed with ωB97M-V with the def2-TZVPD basis set.

Results
SMILES = Cc1nc(SCc2ccccc2)[nH]c(=O)c1CC(=O)OCC(C)C
frontier orbital gap = 8.953 eV
max |F| = 0.0161 Eh/bohr
ΔE to the lowest compared entry with this formula, charge and spin = 1.8 kcal per mole
molecular weight = 346.45 g mol⁻¹

The geometry in ORCA input format:
```
! RIJCOSX wB97M-V def2-TZVPD def2/J DEFGRID3
* xyz 0 1
C 2.419 3.072 -1.027
C 1.380 2.327 -0.259
C 1.686 1.403 0.707
C 0.626 0.697 1.385
O 0.730 -0.154 2.245
N -0.659 1.075 0.961
C -0.862 1.994 -0.005
N 0.099 2.624 -0.595
S -2.474 2.414 -0.536
C -3.569 1.269 0.405
C -3.296 -0.179 0.129
C -3.224 -0.640 -1.180
C -2.973 -1.975 -1.438
C -2.790 -2.863 -0.391
C -2.859 -2.412 0.916
C -3.110 -1.076 1.176
H -3.176 -0.736 2.201
H -2.712 -3.097 1.737
H -2.597 -3.906 -0.594
H -2.921 -2.322 -2.459
H -3.358 0.057 -1.994
H -3.497 1.512 1.466
H -4.562 1.551 0.052
H -1.421 0.552 1.379
C 3.093 0.985 1.039
C 3.438 -0.077 0.007
O 3.906 0.153 -1.079
O 3.092 -1.276 0.453
C 3.108 -2.377 -0.450
C 1.676 -2.817 -0.783
C 0.938 -3.216 0.493
H 1.438 -4.050 0.979
H 0.911 -2.379 1.187
H -0.083 -3.508 0.261
C 0.926 -1.709 -1.518
H -0.063 -2.053 -1.813
H 1.468 -1.396 -2.408
H 0.801 -0.843 -0.872
H 1.758 -3.687 -1.444
H 3.648 -2.086 -1.358
H 3.645 -3.185 0.054
H 3.104 0.537 2.032
H 3.787 1.819 0.965
H 1.932 3.701 -1.765
H 3.011 3.696 -0.358
H 3.090 2.373 -1.521
*
```


C18H22N2O6 in the gas phase, computed with ωB97M-V with the def2-TZVPD basis set.

Results
SMILES = COc1cc([C@@H]2NC(=O)NC(C)=C2C(=O)OC[C@H]2CCCO2)ccc1O
frontier orbital gap = 8.667 eV
max |F| = 0.0135 Eh/bohr
ΔE to the lowest compared entry with this formula, charge and spin = 17.1 kcal per mole
molecular weight = 362.38 g mol⁻¹

The geometry in ORCA input format:
```
! RIJCOSX wB97M-V def2-TZVPD def2/J DEFGRID3
* xyz 0 1
C -1.064 -3.288 -3.402
H -1.438 -4.054 -2.715
O -1.959 -2.206 -3.497
C -2.194 -1.466 -2.362
C -1.628 -1.697 -1.123
C -1.929 -0.869 -0.045
C -2.810 0.185 -0.217
C -3.394 0.415 -1.452
C -3.093 -0.398 -2.530
O -3.662 -0.165 -3.741
H -3.334 -0.836 -4.356
H -4.088 1.227 -1.597
H -3.058 0.830 0.612
C -1.238 -1.119 1.285
N -2.104 -0.867 2.417
C -2.224 0.326 3.035
O -3.108 0.617 3.809
N -1.189 1.220 2.768
C -0.043 0.905 2.083
C 0.001 -0.243 1.368
C 1.144 -0.765 0.626
O 1.177 -1.879 0.146
O 2.172 0.096 0.500
C 3.311 -0.406 -0.187
H 3.824 -1.132 0.452
H 2.987 -0.915 -1.102
C 4.266 0.737 -0.530
H 5.079 0.302 -1.133
C 3.591 1.896 -1.277
H 3.663 1.782 -2.356
C 4.347 3.112 -0.749
H 3.770 4.033 -0.801
C 4.632 2.682 0.689
H 5.526 3.146 1.113
O 4.850 1.284 0.644
H 3.774 2.905 1.337
H 5.282 3.245 -1.294
H 2.540 1.947 -0.992
C 1.065 1.897 2.213
H 1.169 2.457 1.285
H 2.010 1.392 2.398
H 0.864 2.594 3.024
H -1.224 2.075 3.305
H -2.880 -1.499 2.545
H -0.919 -2.167 1.323
H -0.928 -2.502 -0.974
H -0.997 -3.704 -4.407
H -0.074 -2.960 -3.074
*
```


A molecular structure, C18H23BCl2F3N4O4PdS, computed with ωB97M-V with the def2-TZVPD basis set.

Results
frontier orbital gap = 7.804 eV
max |F| = 0.0030 Eh/bohr
ΔE to the lowest compared entry with this formula, charge and spin = 0.0 kcal per mole
molecular weight = 636.61 g mol⁻¹

The geometry in ORCA input format:
```
! RIJCOSX wB97M-V def2-TZVPD def2/J DEFGRID3
* xyz -1 1
Pd 1.692 0.916 -0.353
N -1.442 -3.810 5.722
C -1.342 -2.750 4.810
C -0.703 -2.932 3.585
C -0.645 -1.900 2.667
C -1.225 -0.675 2.962
C -1.856 -0.481 4.178
C -1.921 -1.515 5.096
S -1.158 0.642 1.777
O -1.794 0.167 0.570
O -1.715 1.807 2.416
N 0.398 0.810 1.409
C 1.360 0.995 2.337
N 2.585 1.063 1.749
C 3.640 1.216 2.521
C 3.523 1.310 3.902
C 2.234 1.248 4.406
N 1.150 1.101 3.656
H -0.719 -4.505 5.622
H -1.538 -3.518 6.682
H -0.249 -3.888 3.349
H -0.122 -2.043 1.731
H -2.277 0.491 4.397
H -2.418 -1.365 6.048
H 4.599 1.264 2.016
H 4.383 1.432 4.543
H 2.059 1.323 5.476
Cl -1.003 -4.056 -0.657
C -0.009 -2.615 -0.986
Cl 1.618 -2.777 -0.306
H -0.498 -1.752 -0.546
H 0.088 -2.490 -2.054
C -1.752 -0.577 -4.162
C -0.597 0.361 -3.864
C 0.405 0.359 -5.014
O 0.096 -0.120 -2.697
B 0.564 0.980 -1.982
O 0.057 2.151 -2.529
C -1.010 1.792 -3.425
C -2.301 1.808 -2.613
C -1.072 2.811 -4.547
H -1.361 -1.554 -4.454
H -2.359 -0.194 -4.986
H -2.386 -0.711 -3.287
H 0.799 -0.651 -5.133
H 1.242 1.022 -4.795
H -0.063 0.664 -5.953
H -2.260 1.080 -1.801
H -3.173 1.599 -3.237
H -2.419 2.798 -2.170
H -0.105 2.921 -5.034
H -1.360 3.780 -4.138
H -1.816 2.519 -5.294
F 3.448 2.343 -2.120
C 3.179 1.080 -1.665
F 4.354 0.713 -1.023
F 3.195 0.312 -2.805
*
```


A molecular structure, C18H23CaI2N6O2S2Se2Te2 at a distorted geometry, computed with ωB97M-V with the def2-TZVPD basis set.

Results
frontier orbital gap = 5.183 eV
max |F| = 0.0675 Eh/bohr
ΔE to the lowest compared entry with this formula, charge and spin = 42.4 kcal per mole
molecular weight = 1126.56 g mol⁻¹

The geometry in ORCA input format:
```
! RIJCOSX wB97M-V def2-TZVPD def2/J DEFGRID3
* xyz -1 1
Ca 0.424 0.036 1.316
I -4.396 5.537 -0.389
C -3.172 4.088 0.562
C -3.759 3.118 1.350
C -2.943 2.177 1.929
I -3.766 0.659 3.146
C -1.545 2.117 1.749
O -0.848 1.201 2.286
C -1.000 3.125 0.904
C 0.464 3.078 0.588
N 0.813 1.801 -0.023
C 0.150 1.571 -1.290
C -1.265 1.097 -1.074
C -2.353 1.723 -1.676
C -3.627 1.233 -1.449
C -3.775 0.133 -0.618
C -2.635 -0.447 -0.086
N -1.412 0.011 -0.318
C -1.807 4.100 0.352
H -4.824 3.098 1.508
H 0.719 3.922 -0.076
H 1.066 3.172 1.501
H 1.825 1.793 -0.144
H 0.145 2.475 -1.925
H 0.685 0.772 -1.820
H -2.195 2.580 -2.315
H -4.486 1.704 -1.906
H -4.750 -0.272 -0.399
H -2.714 -1.316 0.556
H -1.358 4.870 -0.263
Se 4.151 2.329 1.390
Te 4.844 0.206 2.487
Te 2.570 -1.141 2.959
Se 3.160 -3.209 1.671
C 0.232 -4.694 -1.330
C -0.491 -4.467 -0.063
N -1.275 -5.290 0.557
N -1.633 -4.651 1.700
C -1.058 -3.423 1.805
S -1.199 -2.339 3.030
N -0.349 -3.300 0.636
N 0.411 -2.214 0.278
H -0.046 -5.659 -1.741
H 1.303 -4.685 -1.124
H 0.019 -3.905 -2.053
H -2.218 -5.098 2.384
H 1.413 -2.425 0.454
H 0.318 -2.020 -0.718
C 4.724 -1.563 -1.175
S 3.227 -0.635 -1.638
C 4.085 0.956 -1.918
O 2.425 -0.460 -0.392
H 5.315 -0.990 -0.464
H 5.281 -1.771 -2.082
H 4.402 -2.492 -0.710
H 4.928 0.772 -2.572
H 4.409 1.362 -0.958
H 3.394 1.651 -2.385
*
```


What is the max |F| in the fourth record? 0.0135 Eh/bohr